# C3H6N2

C3H6N2 in the gas phase in a non-equilibrium geometry (ωB97M-V/def2-TZVPD, OMol25).

Atoms and positions in Å:
C (0.2784, -1.1000, -0.3894)
C (1.2691, 0.1510, -0.3411)
C (0.2915, 1.1711, 0.3423)
H (0.5816, -1.8918, 0.3202)
H (0.3149, -1.6341, -1.4581)
H (1.5765, 0.4117, -1.2803)
H (2.0678, -0.3450, 0.2628)
H (0.6841, 2.1693, 0.9063)
H (-1.9870, -0.9996, -0.3566)
N (-0.8919, 0.7023, 0.5114)
N (-1.1469, -0.5656, 0.0507)

- F_max: 0.0981 Eh/bohr
- SMILES: C1=NNCC1
- Spin multiplicity: 1
- HOMO-LUMO gap: 9.487 eV
- HOMO level: -8.35 eV
- Lowest unoccupied orbital energy: 1.140 eV
- Energy above the lowest of the compared OMol25 structures with the same formula, charge and spin: 66.0 kcal/mol


# C44H100Cl8O30P4

15 unconnected molecules or ions with the total composition C44H100Cl8O30P4 in a non-equilibrium geometry (ωB97M-V/def2-TZVPD, OMol25).

Atoms and positions in Å:
C (-1.1627, 4.3011, -1.9134)
Cl (0.5273, 3.8771, -2.4126)
Cl (-1.7305, 5.8123, -2.6829)
H (-1.9043, 3.5538, -2.1954)
H (-1.1054, 4.4316, -0.8328)
C (0.5575, 0.8975, -4.6549)
Cl (-0.9961, 0.1234, -4.8068)
Cl (1.3047, 1.4962, -6.1879)
H (0.4372, 1.7651, -4.0062)
H (1.2844, 0.2044, -4.2314)
C (-7.0164, -0.5674, -1.1542)
Cl (-5.7686, 0.1735, -0.1759)
Cl (-7.7598, 0.6146, -2.2316)
H (-6.6628, -1.4015, -1.7603)
H (-7.7795, -1.0210, -0.5217)
C (4.3253, -1.0972, -3.1494)
Cl (4.6159, 0.3117, -4.2288)
Cl (5.0575, -2.6042, -3.8849)
H (4.8219, -0.9228, -2.1949)
H (3.2671, -1.2903, -2.9736)
C (9.0810, -2.2485, -0.7712)
O (7.7117, -1.8657, -0.9707)
P (6.6909, -1.6380, 0.3136)
O (5.2316, -1.6385, -0.0584)
O (7.1086, -2.7753, 1.3784)
C (6.2023, -3.2387, 2.3403)
O (7.1475, -0.2331, 1.0301)
C (7.4156, 0.8984, 0.1481)
H (9.3007, -3.2333, -1.1834)
H (9.3560, -2.4116, 0.2709)
H (9.7623, -1.5029, -1.1812)
H (5.1572, -3.0042, 2.1381)
H (6.4733, -2.9407, 3.3531)
H (6.1681, -4.3263, 2.2764)
H (6.9120, 0.7908, -0.8125)
H (8.4734, 1.0706, -0.0507)
H (7.0454, 1.7736, 0.6821)
C (-4.8188, 2.5943, 2.7727)
O (-5.0589, 3.7467, 2.0608)
P (-4.4052, 3.9979, 0.5771)
O (-3.1111, 3.2913, 0.3768)
O (-4.4515, 5.6038, 0.3752)
C (-3.3385, 6.3792, 0.8985)
O (-5.5790, 3.4616, -0.4461)
C (-5.3953, 3.5036, -1.8258)
H (-4.1885, 1.8897, 2.2302)
H (-5.7882, 2.1719, 3.0371)
H (-4.2474, 2.8549, 3.6636)
H (-2.3767, 6.1612, 0.4342)
H (-3.2053, 6.1242, 1.9498)
H (-3.5583, 7.4364, 0.7495)
H (-5.3489, 2.5143, -2.2811)
H (-4.4964, 4.0242, -2.1557)
H (-6.2588, 4.0141, -2.2522)
C (-1.7941, -2.2366, 5.9042)
O (-2.8056, -1.2544, 5.8825)
P (-3.8976, -1.1656, 4.6418)
O (-4.8835, -0.0409, 4.6249)
O (-2.9883, -1.2231, 3.3262)
C (-2.1534, -0.1213, 2.9061)
O (-4.5734, -2.6714, 4.6938)
C (-5.9792, -2.8781, 4.5940)
H (-0.8508, -1.9250, 5.4558)
H (-2.1222, -3.0190, 5.2198)
H (-1.6128, -2.6069, 6.9133)
H (-2.2623, 0.0647, 1.8376)
H (-1.1003, -0.3113, 3.1131)
H (-2.4143, 0.8215, 3.3870)
H (-6.4898, -2.0167, 4.1635)
H (-6.5361, -3.0233, 5.5197)
H (-6.1438, -3.8017, 4.0391)
C (3.0324, -0.6074, 2.8694)
O (2.1367, 0.3878, 3.3878)
P (1.8530, 0.4009, 5.0040)
O (1.5935, -0.8974, 5.6774)
O (3.0044, 1.3553, 5.6169)
C (3.3665, 2.5575, 4.9892)
O (0.5147, 1.3303, 5.0251)
C (0.0232, 1.9428, 6.2176)
H (3.3625, -1.3612, 3.5841)
H (3.9043, -0.0708, 2.4953)
H (2.5940, -1.1595, 2.0380)
H (3.1087, 3.4846, 5.5010)
H (2.9102, 2.6118, 4.0008)
H (4.4429, 2.6384, 4.8382)
H (-0.9479, 1.6670, 6.6286)
H (-0.1639, 2.9787, 5.9348)
H (0.6325, 1.9513, 7.1214)
O (1.5588, 0.2294, -1.7464)
C (0.8840, -0.5019, -1.0811)
O (-0.3994, -0.3817, -0.7685)
C (-1.1006, 0.7699, -1.2698)
C (-2.5680, 0.4923, -1.2891)
C (1.4796, -1.7812, -0.5023)
H (-0.7411, 1.2136, -2.1982)
H (-0.9343, 1.5384, -0.5149)
H (-2.9551, 0.1688, -0.3229)
H (-2.7799, -0.2662, -2.0427)
H (-3.1772, 1.3684, -1.5116)
H (2.5175, -1.7107, -0.1769)
H (1.3097, -2.6627, -1.1205)
H (0.9407, -2.0125, 0.4166)
O (2.2136, -5.2608, -2.2350)
C (3.1446, -5.4315, -3.0186)
O (4.4197, -5.4893, -2.7063)
C (4.9103, -4.9718, -1.4500)
C (6.3886, -5.2116, -1.3840)
C (2.8662, -6.0480, -4.4079)
H (4.4164, -5.4335, -0.5950)
H (4.8136, -3.8904, -1.3539)
H (6.7969, -4.7074, -0.5082)
H (6.8737, -4.8263, -2.2809)
H (6.5640, -6.2818, -1.2744)
H (2.2157, -5.4648, -5.0597)
H (2.3690, -6.9896, -4.1750)
H (3.8118, -6.3061, -4.8846)
O (0.0865, -2.9579, 2.7289)
C (-0.4716, -3.7557, 1.9855)
O (-0.0447, -4.9590, 1.6595)
C (1.2628, -5.5058, 2.0766)
C (2.4869, -5.0481, 1.2726)
C (-1.7631, -3.3921, 1.3775)
H (1.1984, -6.5939, 2.0768)
H (1.3904, -5.3516, 3.1481)
H (2.7057, -3.9805, 1.2943)
H (2.3775, -5.4603, 0.2695)
H (3.3787, -5.5113, 1.6947)
H (-2.5806, -3.4512, 2.0961)
H (-1.8837, -4.1786, 0.6326)
H (-1.6887, -2.4370, 0.8575)
O (-6.2444, 2.9319, -5.0578)
C (-5.7576, 1.9107, -5.5647)
O (-5.7905, 1.4967, -6.8357)
C (-6.4856, 2.1678, -7.8483)
C (-5.6907, 3.4111, -8.3008)
C (-5.0384, 0.7747, -4.7619)
H (-7.4967, 2.4179, -7.5269)
H (-6.5740, 1.4501, -8.6638)
H (-6.2295, 3.8153, -9.1578)
H (-4.6817, 3.1014, -8.5731)
H (-5.6532, 4.2419, -7.5962)
H (-5.7311, 0.1277, -4.2237)
H (-4.4206, 1.2002, -3.9711)
H (-4.3814, 0.1438, -5.3605)
O (2.9534, 3.5745, 0.8969)
C (3.9327, 3.0210, 0.3470)
O (5.2524, 3.3469, 0.4766)
C (5.5862, 4.5762, 1.1996)
C (7.0785, 4.5583, 1.5236)
C (3.7293, 1.8093, -0.4834)
H (4.9815, 4.7324, 2.0929)
H (5.2692, 5.4110, 0.5744)
H (7.3937, 5.5377, 1.8835)
H (7.7818, 4.4665, 0.6960)
H (7.2745, 3.7497, 2.2277)
H (2.7229, 1.4412, -0.2839)
H (4.4003, 0.9806, -0.2572)
H (3.8110, 2.1078, -1.5285)
O (-4.5652, -2.2256, -3.4323)
C (-3.4929, -2.8865, -3.3693)
O (-2.7294, -3.2826, -4.4395)
C (-3.1601, -3.0628, -5.7775)
C (-3.7594, -4.2933, -6.3946)
C (-2.7638, -3.3239, -2.1636)
H (-2.3042, -2.8995, -6.4323)
H (-3.8574, -2.2333, -5.8950)
H (-4.3542, -4.0330, -7.2701)
H (-4.4816, -4.6922, -5.6823)
H (-3.1106, -5.1006, -6.7345)
H (-2.5711, -4.3967, -2.1541)
H (-3.4025, -3.1351, -1.3008)
H (-1.8511, -2.7496, -2.0049)
O (-0.4460, 5.0431, 1.9600)
C (-0.5583, 4.0480, 2.6679)
O (-1.1939, 3.9807, 3.8322)
C (-1.5838, 5.1384, 4.5025)
C (-2.6523, 4.8551, 5.6537)
C (-0.2231, 2.6691, 2.1227)
H (-1.9602, 5.9658, 3.9009)
H (-0.6649, 5.5174, 4.9496)
H (-3.6794, 4.5912, 5.4014)
H (-2.8608, 5.6947, 6.3169)
H (-2.2867, 4.0400, 6.2783)
H (0.4135, 2.8206, 1.2509)
H (-1.1679, 2.2248, 1.8097)
H (0.2985, 1.9488, 2.7529)

- F_max: 0.0841 Eh/bohr
- Spin multiplicity: 1
- HOMO-LUMO gap: 10.395 eV
- HOMO level: -10.05 eV
- Lowest unoccupied orbital energy: 0.347 eV


# C23H27BBeFKNNaO10

A molecular structure, C23H27BBeFKNNaO10 in a non-equilibrium geometry (ωB97M-V/def2-TZVPD, OMol25).

Atoms and positions in Å:
C (4.0476, -1.0062, -2.0885)
C (4.7223, -0.7458, -3.4207)
O (4.5584, 0.5902, -3.9581)
C (4.2694, 1.5785, -3.0381)
O (5.0770, 2.0343, -2.2805)
C (2.8414, 2.0762, -3.1171)
C (2.1972, 2.1139, -1.7332)
C (0.6603, 2.2968, -1.8026)
N (0.0418, 1.0594, -2.1189)
B (-0.5177, 0.8864, -3.4283)
O (-0.2776, 1.7626, -4.4782)
O (-1.3570, -0.2164, -3.6665)
C (-0.5705, -1.4140, -3.7335)
H (4.4914, -0.4586, -1.2589)
H (2.9694, -0.8483, -2.1500)
H (4.1825, -2.0686, -1.8733)
H (5.7870, -1.0497, -3.3420)
H (4.2787, -1.4138, -4.1589)
H (2.2846, 1.4558, -3.8165)
H (2.8357, 3.0849, -3.5363)
H (2.4272, 1.2218, -1.1547)
H (2.6093, 2.9613, -1.1805)
H (0.3736, 2.5636, -0.7705)
H (0.3850, 3.1364, -2.4495)
H (-0.1548, 1.2847, -5.3025)
H (0.4928, -1.2072, -3.8947)
H (-0.6651, -1.9837, -2.8064)
H (-0.9350, -2.0350, -4.5523)
Be (7.1673, 0.3484, -3.9629)
C (7.9199, 1.6923, -0.3673)
O (7.8749, 0.5319, 0.4632)
H (7.0728, 1.6449, -1.0425)
H (7.8427, 2.6034, 0.2331)
H (8.8420, 1.7158, -0.9536)
H (8.6227, 0.5674, 1.0634)
C (-4.6173, -0.0474, -1.8406)
C (-3.4058, 0.5666, -1.5410)
C (-2.8599, 0.4433, -0.2785)
C (-3.5235, -0.2915, 0.6959)
C (-4.7544, -0.8903, 0.4081)
C (-5.2930, -0.7684, -0.8672)
C (-5.5133, -1.6456, 1.4543)
O (-6.5769, -2.1587, 1.1975)
C (-4.9105, -1.7356, 2.8193)
C (-5.6100, -2.3402, 3.8540)
C (-5.0527, -2.4233, 5.1262)
C (-3.7800, -1.9227, 5.3712)
C (-3.0775, -1.2887, 4.3503)
C (-3.6427, -1.1775, 3.0803)
C (-2.8972, -0.4299, 2.0321)
O (-1.8210, 0.0891, 2.2816)
H (-5.0337, 0.0371, -2.8357)
H (-2.8834, 1.1352, -2.2914)
H (-1.9083, 0.9036, -0.0486)
H (-6.2388, -1.2439, -1.0889)
H (-6.6116, -2.7252, 3.7070)
H (-5.6430, -2.8675, 5.9141)
H (-3.3371, -1.9937, 6.3555)
H (-2.0976, -0.8711, 4.5432)
C (0.1745, -0.5793, 6.7862)
O (-1.0223, -0.9000, 6.6996)
O (0.7027, -0.0804, 7.8426)
O (0.9957, -0.6331, 5.8140)
K (0.1852, 2.1419, 6.7706)
Na (-4.6299, 0.8720, 4.2513)
F (-7.7141, -1.9385, 5.1152)

- F_max: 0.0225 Eh/bohr
- Spin multiplicity: 1
- HOMO-LUMO gap: 1.559 eV
- HOMO level: -7.16 eV
- Lowest unoccupied orbital energy: -5.597 eV
- Energy above the lowest of the compared OMol25 structures with the same formula, charge and spin: 10.5 kcal/mol


# CH4N2O3

2 unconnected molecules or ions with the total composition CH4N2O3 in a non-equilibrium geometry (ωB97M-V/def2-TZVPD, OMol25).

Atoms and positions in Å:
C (0.0991, 0.9673, 0.2421)
N (1.4822, -0.7820, -0.0490)
N (-1.6572, -0.1304, -0.1333)
O (-2.3738, -0.1360, 0.8270)
O (-1.7445, -0.5175, -1.2535)
O (0.9363, 0.3245, -0.5827)
H (-0.0029, 0.6403, 1.3168)
H (-0.1223, 2.0891, 0.0598)
H (2.4861, -0.9018, -0.1269)
H (0.8970, -1.5535, -0.3004)

- F_max: 0.1021 Eh/bohr
- Spin multiplicity: 1
- HOMO-LUMO gap (alpha / beta): 9.158 / 9.159 eV
- HOMO level (alpha / beta): -8.80 / -8.80 eV
- Lowest unoccupied orbital energy (alpha / beta): 0.361 / 0.361 eV
- Energy above the lowest of the compared OMol25 structures with the same formula, charge and spin: 102.7 kcal/mol


# C5H7NO2

C5H7NO2 in the gas phase in a non-equilibrium geometry (ωB97M-V/def2-TZVPD, OMol25).

Atoms and positions in Å:
C (-1.7104, 0.2271, -0.7092)
C (-0.9757, -0.5669, 1.4042)
C (0.1598, -0.7702, 0.5138)
C (1.6181, 0.2316, 0.0977)
C (0.8593, 0.5172, -1.2781)
H (-0.7672, 0.1351, 2.0224)
H (-1.4831, -1.4450, 1.8655)
H (0.5882, -1.7341, 0.4723)
H (1.8990, 1.3105, 0.7184)
H (2.7330, -0.3764, 0.2453)
H (1.4506, 0.2033, -2.2421)
H (0.4287, 1.5502, -1.4651)
N (-0.3581, -0.2324, -0.8538)
O (-2.4068, 0.8087, -1.4678)
O (-2.0355, 0.1414, 0.6765)

- F_max: 0.1297 Eh/bohr
- SMILES: O=C1OC[C@@H]2CCN12
- Spin multiplicity: 1
- HOMO-LUMO gap: 10.114 eV
- HOMO level: -9.33 eV
- Lowest unoccupied orbital energy: 0.779 eV
- Energy above the lowest of the compared OMol25 structures with the same formula, charge and spin: 89.2 kcal/mol


Repeat the third record exactly.
# C23H27BBeFKNNaO10

A molecular structure, C23H27BBeFKNNaO10 in a non-equilibrium geometry (ωB97M-V/def2-TZVPD, OMol25).

Atoms and positions in Å:
C (4.0476, -1.0062, -2.0885)
C (4.7223, -0.7458, -3.4207)
O (4.5584, 0.5902, -3.9581)
C (4.2694, 1.5785, -3.0381)
O (5.0770, 2.0343, -2.2805)
C (2.8414, 2.0762, -3.1171)
C (2.1972, 2.1139, -1.7332)
C (0.6603, 2.2968, -1.8026)
N (0.0418, 1.0594, -2.1189)
B (-0.5177, 0.8864, -3.4283)
O (-0.2776, 1.7626, -4.4782)
O (-1.3570, -0.2164, -3.6665)
C (-0.5705, -1.4140, -3.7335)
H (4.4914, -0.4586, -1.2589)
H (2.9694, -0.8483, -2.1500)
H (4.1825, -2.0686, -1.8733)
H (5.7870, -1.0497, -3.3420)
H (4.2787, -1.4138, -4.1589)
H (2.2846, 1.4558, -3.8165)
H (2.8357, 3.0849, -3.5363)
H (2.4272, 1.2218, -1.1547)
H (2.6093, 2.9613, -1.1805)
H (0.3736, 2.5636, -0.7705)
H (0.3850, 3.1364, -2.4495)
H (-0.1548, 1.2847, -5.3025)
H (0.4928, -1.2072, -3.8947)
H (-0.6651, -1.9837, -2.8064)
H (-0.9350, -2.0350, -4.5523)
Be (7.1673, 0.3484, -3.9629)
C (7.9199, 1.6923, -0.3673)
O (7.8749, 0.5319, 0.4632)
H (7.0728, 1.6449, -1.0425)
H (7.8427, 2.6034, 0.2331)
H (8.8420, 1.7158, -0.9536)
H (8.6227, 0.5674, 1.0634)
C (-4.6173, -0.0474, -1.8406)
C (-3.4058, 0.5666, -1.5410)
C (-2.8599, 0.4433, -0.2785)
C (-3.5235, -0.2915, 0.6959)
C (-4.7544, -0.8903, 0.4081)
C (-5.2930, -0.7684, -0.8672)
C (-5.5133, -1.6456, 1.4543)
O (-6.5769, -2.1587, 1.1975)
C (-4.9105, -1.7356, 2.8193)
C (-5.6100, -2.3402, 3.8540)
C (-5.0527, -2.4233, 5.1262)
C (-3.7800, -1.9227, 5.3712)
C (-3.0775, -1.2887, 4.3503)
C (-3.6427, -1.1775, 3.0803)
C (-2.8972, -0.4299, 2.0321)
O (-1.8210, 0.0891, 2.2816)
H (-5.0337, 0.0371, -2.8357)
H (-2.8834, 1.1352, -2.2914)
H (-1.9083, 0.9036, -0.0486)
H (-6.2388, -1.2439, -1.0889)
H (-6.6116, -2.7252, 3.7070)
H (-5.6430, -2.8675, 5.9141)
H (-3.3371, -1.9937, 6.3555)
H (-2.0976, -0.8711, 4.5432)
C (0.1745, -0.5793, 6.7862)
O (-1.0223, -0.9000, 6.6996)
O (0.7027, -0.0804, 7.8426)
O (0.9957, -0.6331, 5.8140)
K (0.1852, 2.1419, 6.7706)
Na (-4.6299, 0.8720, 4.2513)
F (-7.7141, -1.9385, 5.1152)

- F_max: 0.0225 Eh/bohr
- Spin multiplicity: 1
- HOMO-LUMO gap: 1.559 eV
- HOMO level: -7.16 eV
- Lowest unoccupied orbital energy: -5.597 eV
- Energy above the lowest of the compared OMol25 structures with the same formula, charge and spin: 10.5 kcal/mol